Density functional theory data (ωB97M-V with the def2-TZVPD basis set) for 3 unconnected molecules or ions with the total composition C3H6NO2.

Values from the calculation:
**Frontier orbital gap**: 11.8 eV
**Net charge**: +1
**LUMO energy**: -4.15 eV
**E**: -322.75332 Ha

Last column: natural (NBO) charge in e.
Atoms and positions in Å:
C: -0.791 -0.607 -2.853  0.337
C: 1.586 0.388 1.110  -0.265
C: -0.541 -0.035 0.987  0.592
N: -1.130 -0.128 -1.867  -0.401
O: -1.703 -0.239 1.656  -0.594
O: 0.496 -0.122 1.706  -0.397
H: -0.570 -0.807 -3.844  0.268
H: 1.974 1.197 1.656  0.226
H: 1.304 0.839 0.168  0.183
H: 2.405 -0.434 0.878  0.223
H: -0.620 0.184 -0.600  0.313
H: -2.412 -0.236 1.002  0.515

Cartesian forces, eV/Å:
-0.97 1.47 1.77
4.85 -0.79 -3.22
-3.27 -0.16 -1.16
1.06 -0.45 -0.13
2.97 0.16 -1.23
-3.33 -1.03 1.42
0.44 -0.80 -1.52
0.72 0.67 1.19
0.13 -0.05 -0.44
-1.70 1.67 0.84
-0.58 -0.74 2.52
-0.32 0.05 -0.04